Computed, not measured: a single C21H19ClN4O5 molecule in a non-equilibrium geometry, with wB97M-V/def2-TZVPD.

Geometry as XYZ:
```
50
Properties=species:S:1:pos:R:3:forces:R:3:lowdin_charge:R:1
C -2.224 0.991 2.457 1.1 2.0 -0.8 -0.024
O -1.036 1.001 3.294 0.1 0.5 0.1 -0.103
C -0.668 -0.160 3.895 0.7 -1.8 -0.9 -0.232
C -1.018 -0.373 5.254 0.8 -0.1 0.0 -0.056
N -0.799 -1.492 5.895 0.1 0.2 -0.7 0.118
N -0.260 -2.507 5.181 -0.3 -0.6 0.2 -0.076
C -0.081 -3.822 5.828 -1.0 2.7 2.5 0.009
C 0.219 -2.430 3.872 0.4 0.2 0.3 -0.417
O 0.774 -3.334 3.271 -0.1 -1.1 0.7 0.074
C 0.060 -1.166 3.271 -1.7 3.2 -1.6 -0.013
C 0.476 -0.965 1.842 1.0 1.2 -0.8 -0.139
C 0.065 -1.820 0.813 2.0 0.9 0.1 -0.015
C 0.711 -1.738 -0.430 1.4 0.8 -0.2 -0.005
C 1.697 -0.733 -0.757 -1.9 -1.9 1.4 -0.214
C 2.591 -0.829 -1.984 -2.5 -0.1 -0.3 -0.075
C 2.333 0.415 -2.879 -1.3 1.1 -0.8 -0.154
N 0.851 0.720 -3.156 0.6 -1.9 -2.0 0.093
C 0.052 1.740 -2.667 2.9 0.0 -0.5 -0.472
O 0.523 2.589 -1.950 0.5 0.6 1.2 0.076
C -1.306 1.943 -3.150 -1.4 -1.5 -1.4 -0.138
C -1.780 3.269 -3.175 0.5 0.4 0.8 -0.008
C -3.084 3.567 -3.481 -0.8 -0.8 -0.6 -0.055
C -3.826 2.497 -4.036 -0.5 0.5 -0.3 -0.145
N -3.371 1.246 -4.117 0.9 -1.0 0.1 0.042
C -2.125 0.893 -3.655 -1.9 4.2 -0.1 -0.648
Cl -1.583 -0.701 -3.799 -0.8 -0.9 -0.1 0.797
C 3.183 0.485 -4.208 0.4 -4.0 -0.9 -0.428
O 3.494 -0.598 -4.753 -0.6 3.0 1.2 0.056
O 3.575 1.668 -4.691 1.9 -0.1 -1.2 0.082
C 1.930 0.208 0.233 -0.8 -1.1 -0.1 -0.044
C 1.385 0.107 1.497 -1.3 -1.1 1.1 0.018
H -2.774 0.165 2.750 -1.2 -1.9 0.0 0.059
H -1.935 0.996 1.349 -0.4 -0.1 1.6 0.117
H -2.865 1.878 2.725 1.0 -0.6 -0.4 0.105
H -1.280 0.549 5.741 -0.7 -0.2 0.9 0.121
H 0.941 -3.952 6.013 1.5 -0.3 0.4 0.077
H -0.416 -4.570 5.239 -1.0 -2.2 -2.3 0.047
H -0.671 -3.910 6.772 0.6 0.7 -0.7 0.110
H -0.498 -2.678 1.068 -0.7 -0.7 0.0 0.103
H 0.642 -2.606 -1.065 -0.4 0.0 -0.5 0.101
H 3.601 -0.806 -1.618 0.6 -0.3 -0.3 0.125
H 2.268 -1.792 -2.425 0.9 0.6 -0.3 0.127
H 2.644 1.222 -2.272 0.3 1.2 0.5 0.112
H 0.478 0.184 -3.983 0.6 0.9 1.6 0.088
H -1.078 4.077 -2.916 -0.4 -0.7 0.2 0.133
H -3.573 4.546 -3.349 0.7 -0.5 -0.3 0.113
H -4.831 2.765 -4.541 1.6 -0.9 1.1 0.133
H 4.334 1.551 -5.425 -2.7 -0.1 2.3 0.207
H 2.619 0.916 -0.086 1.2 1.7 0.3 0.094
H 1.636 0.794 2.310 0.1 -0.1 -0.4 0.121
```
Forces are in eV/Å.

As for the molecular weight: 442.859 g/mol. Its HOMO energy is -8.54 eV. The calculation puts the energy relative to the best compared isomer or geometry (same formula, charge and spin) at 219.3 kJ/mol. As for the net charge: 0. The calculation puts the gap between HOMO and LUMO at 0.316 hartree. Its multiplicity is 1.